No. 1
Density functional theory data (ωB97M-V/def2-TZVPD) for a structure of composition C3H5LiO4Tm at a distorted geometry.

Results
Gap between HOMO and LUMO (alpha / beta)   8.346 / 2.079 eV
Total energy   -41064.90572 eV
LUMO level (alpha / beta)   -15.434 / -20.881 eV
<S²>   3.7564
E_HOMO (alpha / beta)   -23.780 / -22.961 eV
Relative energy (zero: lowest compared OMol25 entry of this formula, charge and spin)   7.6 kcal per mole
Max |F|   2.597 eV/Å

```
! RIJCOSX wB97M-V def2-TZVPD def2/J DEFGRID3
* xyz 4 4
O -3.9891 0.4130 2.8973
C -0.4106 -0.2156 0.2442
Tm 4.6364 -0.4927 0.2978
H -1.9431 0.4678 1.2522
O 2.5363 -1.8334 0.8079
O 0.4364 -1.1145 0.5904
H -0.0242 0.6520 -0.3070
C -1.8029 -0.3996 0.5307
Li 2.2590 -3.6680 1.3085
H -4.2247 -0.4526 3.2820
H -2.3753 -0.0464 -0.3472
O 2.2377 0.2218 0.1208
H -2.0656 -1.4302 0.7884
C 1.8101 -0.8599 0.5139
*
```



No. 2
Density functional theory data (ωB97M-V/def2-TZVPD) for a structure of composition C3H5LuO4 at a distorted geometry.

Results
Gap between HOMO and LUMO (alpha / beta)   6.119 / 4.709 eV
Total energy   -44993.06695 eV
LUMO level (alpha / beta)   -6.836 / -8.218 eV
<S²>   0.7583
E_HOMO (alpha / beta)   -12.955 / -12.927 eV
Relative energy (zero: lowest compared OMol25 entry of this formula, charge and spin)   30.9 kcal per mole
Max |F|   5.064 eV/Å

```
! RIJCOSX wB97M-V def2-TZVPD def2/J DEFGRID3
* xyz 1 2
Lu 1.4849 0.9679 -1.4472
C -0.2592 0.5478 1.4436
H -0.4339 -1.0220 2.8940
O -0.5816 0.1938 -1.7329
H 1.2707 -0.7113 2.3136
C 0.2044 -0.7570 2.0417
H -1.2359 0.3056 0.4986
H 0.1794 -1.5344 1.2632
O 0.6803 1.1669 0.6937
O 0.7843 0.4455 -3.4207
H -0.6758 1.2829 2.1701
O -1.0958 -0.7708 -3.7070
C -0.3218 -0.1150 -3.0106
*
```



No. 3
Density functional theory data (ωB97M-V/def2-TZVPD) for a structure of composition C3H5LuO4 at a distorted geometry.

Results
Gap between HOMO and LUMO (alpha / beta)   7.540 / 7.521 eV
Total energy   -44993.05352 eV
LUMO level (alpha / beta)   -5.250 / -6.662 eV
<S²>   0.7509
E_HOMO (alpha / beta)   -12.790 / -14.183 eV
Relative energy (zero: lowest compared OMol25 entry of this formula, charge and spin)   31.2 kcal per mole
Max |F|   4.229 eV/Å

```
! RIJCOSX wB97M-V def2-TZVPD def2/J DEFGRID3
* xyz 1 2
O -2.9523 -1.8417 -0.5680
H 1.7965 1.9520 0.8283
C 1.9801 0.8693 0.9182
Lu -0.7094 -2.4626 1.2186
C -2.5118 -0.9119 -1.2272
H 0.6936 0.3484 -1.1601
H 2.6381 0.5362 0.0996
O -2.7904 -0.0172 -1.9525
O 0.7593 0.1632 0.9013
H -0.6189 1.2200 -0.2217
C 0.0046 0.3097 -0.2957
H 2.4677 0.6622 1.8767
O -0.7572 -0.8277 -0.4176
*
```



No. 4
Density functional theory data (ωB97M-V/def2-TZVPD) for a structure of composition C3H5N at a distorted geometry.

Results
Gap between HOMO and LUMO   7.139 eV
Total energy   -4676.87555 eV
LUMO level   -0.745 eV
E_HOMO   -7.884 eV
Relative energy (zero: lowest compared OMol25 entry of this formula, charge and spin)   114.9 kcal per mole
Max |F|   7.282 eV/Å

```
! RIJCOSX wB97M-V def2-TZVPD def2/J DEFGRID3
* xyz 0 1
H -0.8482 -0.5931 1.6111
C 0.3624 0.3016 -0.5135
H 0.5042 0.5071 -1.5811
H -1.9588 -1.1928 0.0717
H 2.5901 0.1451 -0.1861
C 1.5841 0.0160 0.2558
H 1.5029 -0.5684 1.1593
C -1.0932 -0.5865 0.4905
N -0.9872 0.4736 -0.3531
*
```



No. 5
Density functional theory data (ωB97M-V/def2-TZVPD) for a cluster of 2 separate species, C3H5N in total at a distorted geometry.

Results
Gap between HOMO and LUMO   11.111 eV
Total energy   -4679.91853 eV
LUMO level   0.987 eV
E_HOMO   -10.125 eV
SMILES   C#N.C=C
Relative energy (zero: lowest compared OMol25 entry of this formula, charge and spin)   44.7 kcal per mole
Max |F|   3.783 eV/Å

```
! RIJCOSX wB97M-V def2-TZVPD def2/J DEFGRID3
* xyz 0 1
H -0.7132 -0.3251 -1.2381
H -2.9675 0.3045 -0.4652
C 3.0863 0.5093 0.0146
H 3.0890 1.5610 -0.1514
C -0.9587 -0.4827 -0.2362
N 3.0334 -0.6136 0.1328
H -0.1793 -0.7546 0.3272
C -2.1430 -0.1334 0.2501
H -2.2472 -0.0653 1.3662
*
```



No. 6
Density functional theory data (ωB97M-V/def2-TZVPD) for an isolated molecule of C3H5N at a distorted geometry.

Results
Gap between HOMO and LUMO   10.652 eV
Total energy   -4679.50255 eV
LUMO level   1.143 eV
E_HOMO   -9.509 eV
SMILES   C1=NCC1
Relative energy (zero: lowest compared OMol25 entry of this formula, charge and spin)   54.3 kcal per mole
Max |F|   5.155 eV/Å

```
! RIJCOSX wB97M-V def2-TZVPD def2/J DEFGRID3
* xyz 0 1
C 0.3712 0.2547 -0.6076
H 1.2146 -0.2490 1.4606
N -1.0666 -0.7220 0.7381
C 0.3718 0.2029 0.8995
H 1.3070 -0.2167 -0.9889
C -0.8838 -0.6852 -0.5645
H -1.6025 -1.0206 -1.2343
H -0.0995 1.1549 1.2810
H 0.3878 1.2808 -0.9838
*
```



No. 7
Density functional theory data (ωB97M-V/def2-TZVPD) for the ion C3H5N2 with charge +1 at a distorted geometry.

Results
Gap between HOMO and LUMO (alpha / beta)   7.137 / 9.393 eV
Total energy   -6159.01188 eV
LUMO level (alpha / beta)   -7.029 / -6.081 eV
E_HOMO (alpha / beta)   -14.166 / -15.473 eV
Relative energy (zero: lowest compared OMol25 entry of this formula, charge and spin)   158.7 kcal per mole
Max |F|   4.250 eV/Å

```
! RIJCOSX wB97M-V def2-TZVPD def2/J DEFGRID3
* xyz 1 1
H 2.1109 0.0547 0.0037
C 0.7031 -1.5912 0.0280
H 0.8867 -2.6784 -0.2161
H 0.3091 1.4619 -0.7991
N -1.3667 0.4100 0.0329
N -1.8608 -0.6510 -0.0331
H 0.1530 1.3344 0.9005
C 0.9914 -0.3496 -0.0307
H -2.0200 1.1748 0.1559
C 0.0931 0.8345 -0.0418
*
```



No. 8
Density functional theory data (ωB97M-V/def2-TZVPD) for a cluster of 2 separate species, C3H5N2O in total at a distorted geometry.

Results
Gap between HOMO and LUMO   8.829 eV
Total energy   -8206.46927 eV
LUMO level   -5.231 eV
E_HOMO   -14.060 eV
Relative energy (zero: lowest compared OMol25 entry of this formula, charge and spin)   155.1 kcal per mole
Max |F|   4.301 eV/Å

```
! RIJCOSX wB97M-V def2-TZVPD def2/J DEFGRID3
* xyz 1 1
C -0.8017 -0.4126 1.1913
H -1.6255 1.0898 -0.2986
H 2.4692 1.4310 -2.1652
C -1.6233 0.1564 -0.8056
H 2.2520 0.4293 -0.4801
O 0.5834 0.9843 -1.3281
N -1.2899 -0.8766 0.0369
N -0.6076 0.0863 2.2180
H -1.5120 -1.9465 -0.1386
C 1.7587 1.0447 -1.3367
H -0.1742 0.9016 2.6398
*
```



No. 9
Density functional theory data (ωB97M-V/def2-TZVPD) for a cluster of 2 separate species, C3H5N2O in total at a distorted geometry.

Results
Gap between HOMO and LUMO   8.190 eV
Total energy   -8208.12234 eV
LUMO level   -5.504 eV
E_HOMO   -13.694 eV
Relative energy (zero: lowest compared OMol25 entry of this formula, charge and spin)   116.9 kcal per mole
Max |F|   3.798 eV/Å

```
! RIJCOSX wB97M-V def2-TZVPD def2/J DEFGRID3
* xyz 1 1
H -2.6588 1.0232 0.4064
H -1.4424 -1.5539 0.3774
H 0.4563 -1.4704 -1.7007
O -2.2873 0.2243 0.8123
C -1.6232 -0.5814 -0.0648
C 0.4017 -0.7179 -0.9269
H 3.3488 1.7181 1.3688
C 1.9452 0.6647 0.2755
N 2.4512 1.3844 1.0599
N 1.4123 -0.1070 -0.5281
H -2.0039 -0.5841 -1.0798
*
```



No. 10
Density functional theory data (ωB97M-V/def2-TZVPD) for a cluster of 2 separate species, C3H5N2O in total at a distorted geometry.

Results
Gap between HOMO and LUMO (alpha / beta)   8.853 / 7.919 eV
Total energy   -8206.82293 eV
LUMO level (alpha / beta)   -5.348 / -6.109 eV
E_HOMO (alpha / beta)   -14.201 / -14.028 eV
Relative energy (zero: lowest compared OMol25 entry of this formula, charge and spin)   146.9 kcal per mole
Max |F|   5.855 eV/Å

```
! RIJCOSX wB97M-V def2-TZVPD def2/J DEFGRID3
* xyz 1 1
O -0.0904 -1.8280 -0.0200
H -3.1763 1.3170 0.1232
H 0.4749 -2.4450 0.3756
C -2.4233 0.4769 0.0849
N 1.4202 0.0004 -0.0199
C 0.3714 -0.6972 -0.2259
C 2.2934 0.8730 -0.0119
H -2.8594 -0.5537 0.1450
H 2.8875 1.2437 -0.9692
H 2.7357 1.4133 0.7823
N -1.3241 0.8770 -0.1646
*
```



> Which of these has the lowest total energy?

number 2



> Which of these has the lowest max |F|?

C3H5LiO4Tm



> Number 8 is which compound?

C3H5N2O